(1)
{"formula": "C6H8Li2O5", "method": "ωB97M-V/def2-TZVPD", "elements": ["Li", "O", "O", "C", "C", "O", "C", "H", "H", "H", "H", "Li", "O", "C", "C", "O", "C", "H", "H", "H", "H"], "coordinates": [[2.80, 1.96, 1.35], [1.69, 2.26, -0.08], [1.54, 0.29, -1.31], [2.55, -0.65, -0.99], [2.26, -0.97, 0.46], [1.80, 0.27, 0.96], [1.22, 1.05, -0.14], [2.46, -1.51, -1.66], [3.55, -0.20, -1.11], [3.14, -1.29, 1.03], [1.47, -1.73, 0.56], [-2.61, 1.68, 0.57], [-1.01, 1.97, -0.45], [-3.77, -0.24, 0.38], [-2.57, -0.84, -0.11], [-0.86, -0.03, 0.48], [-0.33, 1.01, -0.05], [-4.47, 0.05, -0.42], [-4.18, -0.66, 1.30], [-2.41, -0.66, -1.18], [-2.26, -1.76, 0.40]], "homo_lumo_gap_ev": 7.3, "e_tot_ha": -624.709544, "relative_energy_kj_mol": 126.05, "total_charge": 0}


(2)
{"formula": "C6H8Li2O6", "method": "ωB97M-V/def2-TZVPD", "elements": ["Li", "O", "O", "C", "C", "O", "C", "H", "H", "H", "H", "Li", "O", "O", "C", "C", "O", "C", "H", "H", "H", "H"], "coordinates": [[-0.03, -1.43, -0.11], [-0.14, 0.32, 0.93], [-2.47, 1.38, -0.05], [-3.33, 0.46, 0.64], [-3.00, -0.87, -0.02], [-1.76, -0.59, -0.71], [-1.38, 0.75, -0.51], [-3.09, 0.46, 1.71], [-4.37, 0.78, 0.47], [-3.73, -1.19, -0.77], [-2.86, -1.68, 0.70], [0.25, 1.49, -1.69], [1.16, 1.82, -0.07], [2.18, 0.30, 1.27], [3.28, 0.17, 0.39], [2.80, -0.79, -0.71], [1.44, -0.51, -0.85], [1.08, 0.69, 0.52], [3.52, 1.14, -0.09], [4.13, -0.23, 0.96], [2.96, -1.84, -0.39], [3.37, -0.63, -1.64]], "homo_lumo_gap_ev": 8.3, "e_tot_ha": -699.954290, "relative_energy_kj_mol": 105.07, "total_charge": 0}


(3)
{"formula": "C6H8LiO6", "method": "ωB97M-V/def2-TZVPD", "elements": ["O", "C", "O", "O", "C", "H", "H", "C", "H", "H", "O", "Li", "O", "C", "C", "O", "C", "H", "H", "H", "H"], "coordinates": [[2.30, -0.66, -0.72], [2.63, 0.63, -0.30], [3.25, 0.78, 0.75], [2.22, 1.50, -1.12], [1.67, -1.54, 0.21], [2.34, -2.38, 0.45], [1.44, -0.98, 1.13], [0.37, -2.02, -0.45], [0.63, -2.77, -1.23], [-0.19, -2.59, 0.32], [-0.35, -0.94, -0.95], [0.79, 0.26, -1.81], [-2.68, 0.54, -0.70], [-2.29, -0.55, 0.00], [-2.09, 1.75, -0.18], [-1.95, -0.09, 1.22], [-1.53, 1.29, 1.16], [-2.88, 2.50, -0.09], [-1.31, 2.10, -0.87], [-1.95, 1.82, 2.02], [-0.43, 1.34, 1.18]], "homo_lumo_gap_ev": 7.0, "e_tot_ha": -692.456005, "relative_energy_kj_mol": 172.22, "total_charge": -1}